Density functional theory data (wB97M-V/def2-TZVPD) for C2H3NOS in the gas phase.

Geometry (Å):
C (1.395, 0.856, -0.063)
C (-1.497, -0.722, -0.008)
N (0.076, 0.732, 0.143)
O (-0.338, -0.519, 0.319)
S (2.506, -0.388, 0.006)
H (1.814, 1.792, -0.205)
H (-2.165, -0.008, -0.354)
H (-1.791, -1.744, 0.162)

Computed properties:
- energy relative to the best compared isomer or geometry (same formula, charge and spin) (kJ/mol) = 436.7
- spin multiplicity = 1
- LUMO (spin up / spin down) (eV) = -1.49 / -1.49

---

Density functional theory data (wB97M-V/def2-TZVPD) for C29H20F6NOP in the gas phase.

Geometry (Å):
N (3.114, 0.819, 1.399)
C (2.059, 0.652, 0.945)
C (0.811, 0.319, 0.272)
C (0.292, 1.458, -0.623)
C (-0.941, 1.073, -1.468)
C (-0.749, 0.746, -2.812)
C (-1.836, 0.477, -3.642)
C (-3.117, 0.511, -3.110)
C (-4.291, 0.198, -4.000)
F (-5.374, -0.226, -3.283)
F (-3.984, -0.790, -4.897)
F (-4.701, 1.287, -4.728)
C (-3.330, 0.845, -1.777)
C (-2.233, 1.105, -0.955)
C (0.159, 2.812, 0.130)
C (-0.999, 3.595, 0.151)
C (-1.100, 4.757, 0.921)
C (0.030, 5.231, 1.586)
C (-0.088, 6.436, 2.479)
F (1.060, 6.665, 3.186)
F (-0.358, 7.598, 1.800)
F (-1.095, 6.270, 3.384)
C (1.254, 4.602, 1.409)
C (1.312, 3.427, 0.663)
P (1.136, -1.540, -0.266)
O (1.252, -1.546, -1.757)
C (2.577, -2.434, 0.498)
C (2.525, -3.065, 1.759)
C (3.581, -3.859, 2.229)
C (4.727, -4.052, 1.450)
C (4.791, -3.444, 0.191)
C (3.726, -2.665, -0.282)
C (-0.203, -2.653, 0.343)
C (-1.032, -2.328, 1.423)
C (-1.953, -3.259, 1.912)
C (-2.049, -4.537, 1.339)
C (-1.208, -4.868, 0.269)
C (-0.290, -3.936, -0.224)
H (0.027, 0.152, 1.015)
H (1.058, 1.638, -1.399)
H (0.266, 0.715, -3.213)
H (-1.665, 0.257, -4.694)
H (-4.321, 0.936, -1.371)
H (-2.381, 1.409, 0.079)
H (-1.856, 3.333, -0.456)
H (-2.040, 5.302, 0.959)
H (2.169, 5.030, 1.822)
H (2.297, 3.004, 0.480)
H (1.643, -2.956, 2.394)
H (3.499, -4.337, 3.212)
H (5.555, -4.670, 1.819)
H (5.676, -3.584, -0.437)
H (3.794, -2.239, -1.284)
H (-0.953, -1.358, 1.910)
H (-2.586, -2.976, 2.745)
H (-2.765, -5.256, 1.727)
H (-1.264, -5.856, -0.180)
H (0.372, -4.223, -1.041)

Computed properties:
- spin multiplicity = 1
- LUMO (eV) = 0.11

---

Density functional theory data (wB97M-V/def2-TZVPD) for a molecular structure, C35H33Cl2N6O5S2Ti.

Geometry (Å):
Ti (-0.458, -0.813, 0.157)
C (-3.811, -1.125, 0.312)
N (-2.761, -0.361, -0.385)
C (-3.001, -0.519, -1.835)
C (-2.845, 1.038, 0.026)
C (-3.852, 1.873, -0.427)
C (-3.890, 3.208, -0.063)
C (-2.869, 3.718, 0.723)
C (-1.870, 2.891, 1.202)
C (-1.861, 1.516, 0.916)
N (-0.937, 0.606, 1.393)
C (-0.137, 0.833, 2.486)
C (-0.493, 1.658, 3.573)
C (0.378, 1.884, 4.621)
C (1.632, 1.287, 4.636)
C (1.958, 0.388, 3.632)
C (1.079, 0.124, 2.593)
N (1.350, -0.932, 1.621)
C (2.627, -0.710, 0.910)
C (1.479, -2.227, 2.318)
H (-4.798, -0.847, -0.074)
H (-3.660, -2.194, 0.149)
H (-3.798, -0.918, 1.376)
H (-4.069, -0.431, -2.068)
H (-2.451, 0.232, -2.392)
H (-2.657, -1.502, -2.152)
H (-4.615, 1.488, -1.093)
H (-4.685, 3.846, -0.426)
H (-2.838, 4.774, 0.961)
H (-1.055, 3.313, 1.770)
H (-1.480, 2.099, 3.585)
H (0.074, 2.530, 5.436)
H (2.328, 1.482, 5.441)
H (2.917, -0.115, 3.675)
H (3.480, -0.938, 1.559)
H (2.673, -1.359, 0.034)
H (2.693, 0.321, 0.590)
H (2.382, -2.245, 2.936)
H (0.622, -2.412, 2.959)
H (1.556, -3.024, 1.579)
Cl (0.604, -5.240, -1.550)
C (-0.396, -4.911, -0.177)
C (-1.011, -5.952, 0.512)
C (-1.767, -5.691, 1.635)
Cl (-2.494, -7.029, 2.480)
C (-1.944, -4.384, 2.126)
C (-2.635, -4.020, 3.299)
C (-2.662, -2.684, 3.648)
C (-2.068, -1.724, 2.842)
N (-1.444, -2.015, 1.695)
C (-1.356, -3.336, 1.375)
C (-0.568, -3.585, 0.222)
O (-0.032, -2.543, -0.342)
H (-0.892, -6.966, 0.158)
H (-3.110, -4.774, 3.909)
H (-3.154, -2.378, 4.562)
H (-2.099, -0.679, 3.120)
S (-1.333, 2.872, -2.517)
C (0.107, 3.602, -2.239)
N (1.173, 3.552, -3.052)
C (2.393, 4.242, -2.672)
C (2.019, 5.232, -1.571)
S (0.435, 4.651, -0.866)
H (1.217, 2.801, -3.727)
H (2.791, 4.767, -3.542)
H (3.146, 3.531, -2.334)
H (1.858, 6.236, -1.960)
H (2.760, 5.269, -0.777)
O (-0.333, -0.703, -1.929)
C (0.690, 0.029, -1.751)
O (0.755, 0.597, -0.591)
C (1.761, 0.165, -2.710)
C (1.706, -0.439, -3.987)
C (2.781, -0.390, -4.833)
C (3.982, 0.242, -4.431)
C (4.046, 0.853, -3.155)
C (2.958, 0.818, -2.330)
N (5.095, 0.244, -5.257)
O (6.150, 0.804, -4.852)
O (5.020, -0.306, -6.386)
H (0.799, -0.952, -4.280)
H (2.751, -0.840, -5.815)
H (4.973, 1.320, -2.857)
H (2.992, 1.277, -1.350)

Computed properties:
- charge = -1
- energy relative to the best compared isomer or geometry (same formula, charge and spin) (kJ/mol) = 146.1
- spin multiplicity = 3
- LUMO (spin up / spin down) (eV) = 1.47 / 1.41

---

Density functional theory data (wB97M-V/def2-TZVPD) for 2 unconnected molecules or ions with the total composition C2H6NS.

Geometry (Å):
S (-2.039, 1.997, 0.691)
H (-1.609, 1.164, 1.634)
C (0.203, -0.437, -1.292)
C (0.812, -0.405, 0.940)
N (0.795, -1.102, -0.119)
H (-0.319, -1.188, -1.886)
H (1.023, 0.037, -1.830)
H (-0.552, 0.305, -1.004)
H (1.284, -0.961, 1.751)
H (0.402, 0.589, 1.116)

Computed properties:
- charge = -1
- energy relative to the best compared isomer or geometry (same formula, charge and spin) (kJ/mol) = 75.3
- spin multiplicity = 1
- LUMO (eV) = 4.30

---

Density functional theory data (wB97M-V/def2-TZVPD) for a molecular structure, C16H24F6FeN2Sb.

Geometry (Å):
Fe (-0.012, 0.471, -0.657)
C (-1.604, 3.056, 0.922)
C (-1.559, 1.553, 0.935)
C (-2.455, 0.809, 0.147)
C (-3.581, 1.492, -0.570)
C (-2.278, -0.587, 0.056)
C (-3.132, -1.382, -0.875)
C (-1.269, -1.242, 0.844)
C (-1.130, -2.729, 0.766)
C (-0.451, -0.497, 1.721)
C (0.577, -1.187, 2.572)
C (-0.654, 0.888, 1.829)
C (-0.041, 1.686, 2.943)
H (-2.358, 3.423, 1.626)
H (-1.880, 3.432, -0.062)
H (-0.652, 3.495, 1.213)
H (-4.447, 0.835, -0.614)
H (-3.320, 1.762, -1.596)
H (-3.874, 2.399, -0.047)
H (-4.013, -1.753, -0.337)
H (-2.606, -2.245, -1.274)
H (-3.489, -0.777, -1.704)
H (-0.771, -3.137, 1.707)
H (-0.416, -3.017, -0.013)
H (-2.077, -3.203, 0.525)
H (0.120, -1.579, 3.485)
H (1.376, -0.511, 2.863)
H (1.025, -2.026, 2.043)
H (0.167, 1.048, 3.799)
H (-0.720, 2.474, 3.262)
H (0.892, 2.175, 2.665)
F (-0.140, -1.126, -1.947)
Sb (-0.213, -0.018, -3.640)
F (-1.697, -0.998, -4.108)
F (-1.325, 0.983, -2.341)
F (-0.227, 1.251, -4.961)
F (1.025, 0.993, -2.515)
F (1.198, -1.053, -4.223)
C (5.009, -1.372, -1.134)
N (3.924, -0.600, -0.514)
C (4.058, 0.336, 0.484)
C (2.818, 0.811, 0.742)
N (1.913, 0.182, -0.101)
C (2.641, -0.661, -0.848)
H (5.932, -1.149, -0.609)
H (5.110, -1.087, -2.178)
H (4.797, -2.435, -1.054)
H (5.011, 0.576, 0.924)
H (2.536, 1.557, 1.458)
H (2.262, -1.319, -1.612)

Computed properties:
- charge = +2
- spin multiplicity = 6
- LUMO (spin up / spin down) (eV) = -6.83 / -10.03

---

Density functional theory data (wB97M-V/def2-TZVPD) for a molecular structure, C6H18INaO8P2.

Geometry (Å):
Na (23.764, -2.601, 5.877)
I (21.208, -2.801, 4.434)
C (25.133, -7.319, 5.592)
O (25.526, -6.843, 4.292)
P (25.725, -5.315, 4.002)
O (25.187, -4.419, 5.033)
O (27.273, -5.214, 3.764)
C (27.848, -3.934, 3.432)
O (25.112, -5.040, 2.588)
C (23.884, -5.656, 2.154)
H (24.844, -6.495, 6.235)
H (25.958, -7.902, 5.994)
H (24.285, -7.988, 5.451)
H (27.177, -3.122, 3.703)
H (28.137, -3.960, 2.387)
H (28.740, -3.814, 4.048)
H (24.092, -6.238, 1.260)
H (23.167, -4.866, 1.938)
H (23.456, -6.286, 2.930)
C (20.348, -6.246, 6.590)
O (20.217, -4.997, 7.287)
P (19.957, -4.957, 8.842)
O (20.925, -5.648, 9.677)
O (19.836, -3.401, 9.077)
C (20.921, -2.575, 8.665)
O (18.476, -5.469, 9.025)
C (17.344, -4.592, 8.928)
H (21.222, -6.164, 5.950)
H (19.470, -6.375, 5.960)
H (20.430, -7.081, 7.284)
H (21.667, -2.500, 9.460)
H (20.551, -1.581, 8.426)
H (21.409, -2.960, 7.764)
H (16.525, -5.100, 9.427)
H (17.149, -4.329, 7.891)
H (17.506, -3.675, 9.498)

Computed properties:
- energy relative to the best compared isomer or geometry (same formula, charge and spin) (kJ/mol) = 88.9
- spin multiplicity = 1
- LUMO (eV) = -0.61

---

> Look up the spin multiplicity of the second one.

1

---

> spin multiplicity of number 2 (C29H20F6NOP)?

1